[1]
Formula: C5H13N2
Source: the OMol25 dataset
Level of theory: ωB97M-V with the def2-TZVPD basis set

Cartesian coordinates (Å):
C: 0.4883 -2.6694 1.4533
C: -0.2321 -2.1598 0.1883
C: 0.3602 -0.8752 -0.3452
C: 0.1576 0.3036 0.6310
N: 0.4699 2.1793 -1.5003
C: -0.5921 2.1650 -0.7171
N: -0.7890 1.3119 0.2372
H: 1.4726 -3.0696 1.2071
H: 0.7177 -1.9059 2.2020
H: -0.0895 -3.4752 1.9006
H: -0.1171 -3.0110 -0.4809
H: -1.3048 -2.2249 0.3412
H: 1.4157 -1.0840 -0.4685
H: 0.0837 -0.5559 -1.3359
H: 1.1269 0.7413 0.8589
H: -0.0135 -0.0576 1.6388
H: 1.3367 1.8172 -1.1204
H: 0.5533 2.9456 -2.1519
H: -1.3361 2.9284 -0.8986
H: -1.7218 1.3082 0.6317

Cartesian forces (eV/Å) of the 6 atoms listed first:
C 0.2871 0.2849 -0.0860
C -0.0121 -1.5797 0.3373
C -0.0475 0.1226 0.3853
C 1.6863 -0.9686 0.5334
N 0.3929 0.4500 0.6423
C -0.0774 0.2794 -0.4542

Calculated values
E_LUMO   -3.62 eV
Kohn-Sham gap   10.99 eV
Total charge   +1
Maximum force   2.016 eV/A
E_tot   -8369.6387 eV
HOMO   -14.61 eV

Here are the natural (NBO) charges for atoms 1 to 8, given in e:
1. C -0.609
2. C -0.420
3. C -0.422
4. C -0.279
5. N -0.724
6. C 0.399
7. N -0.479
8. H 0.215


[2]
Formula: C5H13N2
Source: the OMol25 dataset
Level of theory: ωB97M-V with the def2-TZVPD basis set

Cartesian coordinates (Å):
C: -0.1831 -1.4797 1.7570
C: 0.5816 -0.1386 1.8965
C: -0.2804 0.7844 1.0277
C: -0.3026 0.2581 -0.4416
C: 0.3712 1.0273 -1.4784
N: 1.2607 0.2810 -2.4187
N: -1.5821 -0.2362 -1.0981
H: 0.4240 -2.3779 2.0512
H: -0.4936 -1.4719 0.6742
H: -1.2498 -1.5713 2.2801
H: 0.7706 -0.0709 2.9811
H: 1.6511 -0.0846 1.4390
H: 0.0684 1.8281 0.9695
H: -1.2793 0.6274 1.5246
H: 1.1508 1.8325 -1.0492
H: -0.3274 1.6743 -1.9890
H: 2.0802 -0.1664 -1.8863
H: 0.8032 -0.5086 -2.9132
H: -2.1510 0.5605 -1.4456
H: -1.3126 -0.7675 -1.8806

Cartesian forces (eV/Å) of the 6 atoms listed first:
C -0.8396 -0.9692 -0.2854
C 1.8848 -1.4338 -0.2336
C -0.7659 -0.9791 0.0539
C -5.5536 3.3038 -0.6030
C 5.8129 1.8308 0.4394
N 0.4267 -1.8829 0.9221

Calculated values
E_LUMO   -7.48 eV
Kohn-Sham gap   7.10 eV
Total charge   +1
Maximum force   6.490 eV/A
E_tot   -8364.5419 eV
HOMO   -14.58 eV

Here are the natural (NBO) charges for atoms 1 to 8, given in e:
1. C -0.593
2. C -0.403
3. C -0.538
4. C 0.775
5. C -0.424
6. N -0.756
7. N -0.882
8. H 0.253


[3]
Formula: C5H13N2
Source: the OMol25 dataset
Level of theory: ωB97M-V with the def2-TZVPD basis set

Cartesian coordinates (Å):
C: -2.0054 0.2401 0.0285
C: -0.9623 -0.3596 -0.4939
C: -1.9624 1.3064 1.1023
C: -0.6405 -1.3533 -1.4630
C: 1.0906 -0.1405 0.6949
N: 2.0658 -1.1283 0.5491
N: 1.7892 1.0052 -0.1351
H: -3.0199 0.3134 -0.3660
H: -2.1903 2.2448 0.7531
H: -2.7233 0.9954 1.9017
H: -1.0199 1.4395 1.3832
H: -1.5215 -2.1301 -1.6813
H: 0.1494 -1.9475 -1.2458
H: -0.4256 -0.9893 -2.5862
H: 1.0136 0.2208 1.6306
H: 1.6200 -1.8909 0.0583
H: 2.7479 -1.3787 1.2158
H: 1.9141 0.6802 -1.0878
H: 2.8185 1.0136 -0.0355
H: 1.2619 1.8588 -0.2229

Cartesian forces (eV/Å) of the 6 atoms listed first:
C 0.4785 2.0338 0.2603
C 1.1226 0.2668 2.1464
C -3.4612 -3.3136 0.4805
C -3.3228 -0.5501 -5.0890
C 0.1195 0.1793 -4.1248
N -2.0658 -1.1793 -1.9019

Calculated values
E_LUMO   -3.89 eV
Kohn-Sham gap   9.63 eV
Total charge   +1
Maximum force   6.103 eV/A
E_tot   -8364.3976 eV
HOMO   -13.53 eV

Here are the natural (NBO) charges for atoms 1 to 8, given in e:
1. C -0.249
2. C 0.194
3. C -0.604
4. C -0.736
5. C 0.084
6. N -0.904
7. N -0.737
8. H 0.267


[4]
Formula: C5H13N2
Source: the OMol25 dataset
Level of theory: ωB97M-V with the def2-TZVPD basis set

Cartesian coordinates (Å):
C: 0.7170 -1.6155 -0.1684
C: 1.2144 -1.1447 1.1721
C: 0.0830 -0.3345 0.3765
C: 0.5267 0.8777 -0.3078
N: 0.1604 2.0337 0.4110
C: -1.2799 -0.3453 1.0720
N: -0.9774 0.1479 -2.1767
H: 1.3656 -1.4732 -1.0188
H: -0.0417 -2.3827 -0.3213
H: 2.1326 -0.5863 1.2956
H: 0.7593 -1.6058 2.0387
H: 1.5525 0.9129 -0.7016
H: 0.8525 2.4575 1.0007
H: -0.6610 2.5886 0.1770
H: -1.7668 -1.3110 0.9368
H: -2.0195 0.3389 0.6638
H: -1.2248 -0.0481 2.1169
H: -0.8841 0.2289 -3.1806
H: -0.3163 0.6431 -1.4050
H: -1.9539 0.1602 -1.8924

Cartesian forces (eV/Å) of the 6 atoms listed first:
C -0.3035 0.3029 0.7330
C -0.6672 -0.0140 -1.5946
C -0.7362 0.1186 -1.5504
C 1.7177 0.6015 6.4031
N -0.9376 -0.0425 -1.6778
C -0.1152 0.0623 -0.5627

Calculated values
E_LUMO   -6.87 eV
Kohn-Sham gap   7.23 eV
Total charge   +1
Maximum force   6.657 eV/A
E_tot   -8364.8401 eV
HOMO   -14.09 eV

Here are the natural (NBO) charges for atoms 1 to 8, given in e:
1. C -0.382
2. C -0.274
3. C -0.080
4. C 0.205
5. N -0.820
6. C -0.637
7. N -0.918
8. H 0.241


[5]
Formula: C5H13N2
Source: the OMol25 dataset
Level of theory: ωB97M-V with the def2-TZVPD basis set

Cartesian coordinates (Å):
C: -2.0698 -0.4019 -1.7735
C: -0.5810 -0.1774 -1.5262
C: 0.1028 -1.4920 -0.9728
C: -0.4151 -2.4270 0.4350
C: -0.0564 -1.3005 0.7839
N: 2.7938 5.9152 2.9040
N: -0.7274 -3.7175 0.6146
H: -2.4808 -1.1028 -1.0124
H: -2.1011 -0.8854 -2.6962
H: -2.4505 0.5943 -1.8010
H: -0.0468 0.0652 -2.4486
H: -0.3964 0.7977 -0.8840
H: 1.2123 -1.2365 -0.8302
H: -0.1882 -2.2591 -1.6550
H: 0.5100 -0.4491 1.0368
H: 1.8504 5.6596 2.9472
H: 3.4167 5.3071 3.4863
H: 3.1738 5.7934 1.9914
H: -0.0754 -4.3045 1.1097
H: -1.4709 -4.3790 0.2909

Cartesian forces (eV/Å) of the 6 atoms listed first:
C 1.5458 -0.1703 1.5604
C 0.4904 0.9067 1.6817
C 2.7168 4.2350 0.1388
C -1.5013 -1.9118 1.9423
C -0.2710 -0.7885 -1.0129
N 2.7845 -0.1790 1.1814

Calculated values
E_LUMO   -4.06 eV
Kohn-Sham gap   7.60 eV
Total charge   +1
Maximum force   5.033 eV/A
E_tot   -8364.5001 eV
HOMO   -11.66 eV

Here are the natural (NBO) charges for atoms 1 to 8, given in e:
1. C -0.615
2. C -0.386
3. C -0.387
4. C 0.320
5. C -0.013
6. N -1.067
7. N -0.813
8. H 0.201


[6]
Formula: C5H13N2O
Source: the OMol25 dataset
Level of theory: ωB97M-V with the def2-TZVPD basis set

Cartesian coordinates (Å):
C: 0.9261 -1.4196 -0.5114
N: 0.2010 -2.5589 0.1344
C: 0.3345 -0.0245 -0.2983
C: -0.2467 0.2199 1.1264
C: -1.7001 -0.1995 1.4126
N: 1.2339 1.0085 -0.7467
C: 0.5461 2.1616 -1.7074
O: 0.3024 3.2138 -0.9320
H: 1.9222 -1.6375 -0.0812
H: 1.0116 -1.6543 -1.5944
H: 0.2151 -2.3742 1.1331
H: -0.7850 -2.6265 -0.1005
H: -0.5857 -0.0450 -0.9123
H: 0.3994 -0.1383 1.9491
H: -0.1050 1.3211 1.2825
H: -2.3700 0.6830 1.3584
H: -2.1578 -0.9220 0.7121
H: -1.6080 -0.7963 2.3602
H: 1.5460 1.5774 0.0327
H: -0.4613 2.0014 -2.1944
H: 1.3815 2.2099 -2.4232

Cartesian forces (eV/Å) of the 6 atoms listed first:
C 0.0130 -1.8025 0.3166
N 0.0421 0.1046 -0.2107
C -0.8726 -0.3499 0.5562
C 0.9361 1.2832 0.1363
C 0.3959 -0.5922 0.3615
N -0.8134 -0.0054 -1.9309

Calculated values
E_LUMO (alpha / beta)   6.92 / 6.78 eV
Kohn-Sham gap (alpha / beta)   2.92 / 6.78 eV
Total charge   -2
Maximum force   2.569 eV/A
E_tot   -10417.8768 eV
Spin multiplicity   2
HOMO (alpha / beta)   4.00 / 0.01 eV

Here are the natural (NBO) charges for atoms 1 to 8, given in e:
1. C -0.222
2. N -0.945
3. C -0.092
4. C -0.466
5. C -1.266
6. N -0.738
7. C 0.135
8. O -0.960


[7]
Formula: C5H13N2O
Source: the OMol25 dataset
Level of theory: ωB97M-V with the def2-TZVPD basis set

Cartesian coordinates (Å):
C: 1.5210 0.7707 -1.7705
C: 0.4560 1.6926 -1.1029
C: -0.1896 1.1777 0.1879
C: -1.1861 0.2931 0.1266
N: -1.6161 -0.4587 1.2341
C: -2.2254 -0.0042 2.2393
N: 1.8210 -0.3723 -0.8769
H: 1.1445 0.4349 -2.7278
H: 2.4026 1.3605 -1.8979
H: 0.8858 2.6785 -0.9815
H: -0.3939 1.8435 -1.7725
H: 0.0837 1.6974 1.1004
H: -1.6134 -0.1349 -0.7765
H: -2.6388 1.0069 2.2579
H: -2.3949 -0.6716 3.0757
H: 2.5444 -1.0440 -1.1213
H: 0.9428 -0.7965 -0.5359
H: 2.2256 0.0702 -0.0420
H: 0.5160 -3.3505 0.0564
H: -0.0760 -2.1779 0.9347
O: 0.6182 -2.4309 0.3082

Cartesian forces (eV/Å) of the 6 atoms listed first:
C -0.9360 0.5422 -0.1182
C -0.9832 -0.1581 0.1587
C 0.0679 0.9145 -1.0092
C -0.1257 -0.8050 0.8719
N 0.4620 -0.0134 0.2219
C -0.2812 0.1493 -0.3975

Calculated values
E_LUMO   -3.07 eV
Kohn-Sham gap   9.74 eV
Total charge   +1
Maximum force   1.794 eV/A
E_tot   -10415.8876 eV
HOMO   -12.81 eV

Here are the natural (NBO) charges for atoms 1 to 8, given in e:
1. C -0.229
2. C -0.461
3. C -0.298
4. C -0.021
5. N -0.455
6. C 0.010
7. N -0.692
8. H 0.233


[8]
Formula: C5H13N2O
Source: the OMol25 dataset
Level of theory: ωB97M-V with the def2-TZVPD basis set

Cartesian coordinates (Å):
N: -1.0007 0.3652 1.9815
C: 0.1621 1.2373 1.5739
C: 0.7218 1.2214 -0.0366
N: 0.6084 -0.0020 -0.7342
C: 1.7507 -0.8434 -1.1209
C: -0.6314 -0.3683 -1.4258
C: -1.6028 -1.4010 -0.8464
O: -1.4602 -1.9341 0.2615
H: -1.2910 0.6247 2.9313
H: -0.6483 -0.6805 2.0097
H: -1.7370 0.2929 1.3369
H: -0.0511 2.2657 1.7049
H: 0.9964 1.0761 2.2041
H: 0.1699 2.0136 -0.4888
H: 1.7626 1.5137 0.1047
H: 2.7706 -0.4446 -0.7053
H: 1.8235 -0.8278 -2.2011
H: 1.6449 -1.9229 -0.7525
H: -0.3284 -1.0647 -2.3862
H: -1.1127 0.5469 -1.9328
H: -2.5474 -1.6682 -1.4778

Cartesian forces (eV/Å) of the 6 atoms listed first:
N 3.4207 -2.3878 1.2508
C 0.6911 0.2014 -2.7308
C -0.8110 -1.1978 2.4852
N -0.8449 -1.2972 -0.3234
C 1.4931 -0.2307 1.5973
C 0.8993 -0.6619 -2.8404

Calculated values
E_LUMO   -3.30 eV
Kohn-Sham gap   9.10 eV
Total charge   +1
Maximum force   4.355 eV/A
E_tot   -10414.8910 eV
HOMO   -12.40 eV

Here are the natural (NBO) charges for atoms 1 to 8, given in e:
1. N -0.688
2. C -0.271
3. C -0.164
4. N -0.487
5. C -0.410
6. C -0.348
7. C 0.412
8. O -0.584


[9]
Formula: C5H13N2O
Source: the OMol25 dataset
Level of theory: ωB97M-V with the def2-TZVPD basis set

Cartesian coordinates (Å):
O: -1.1232 0.0169 -0.2614
C: -0.7094 -0.9925 -0.7381
C: 0.5214 -1.6280 -0.2092
C: 1.2955 -1.0686 0.8379
C: 2.5418 -0.3139 0.3144
C: 2.0650 0.9754 -0.3960
N: 1.2711 1.8308 0.4523
N: -5.0411 0.0795 -0.0459
H: -1.2111 -1.4520 -1.5986
H: 1.0456 -2.2837 -0.9119
H: 0.6833 -0.3574 1.3994
H: 1.5887 -1.8389 1.5715
H: 3.1099 -0.8901 -0.4196
H: 3.1906 -0.1024 1.1609
H: 2.9229 1.5440 -0.7458
H: 1.4978 0.6325 -1.2781
H: 0.2796 1.7323 0.3279
H: 1.5676 2.7901 0.4506
H: -5.7384 0.0855 0.6888
H: -4.2872 0.6929 0.2352
H: -5.4702 0.5477 -0.8344

Cartesian forces (eV/Å) of the 6 atoms listed first:
O 0.0043 0.9976 0.6552
C -1.1449 -0.9001 -0.6244
C 1.9936 0.6879 -0.9758
C -1.6771 0.2096 1.3616
C 0.7053 0.3817 -0.7844
C -0.4873 0.0320 0.3282

Calculated values
E_LUMO   -8.28 eV
Kohn-Sham gap   4.25 eV
Total charge   +1
Maximum force   2.324 eV/A
E_tot   -10413.1052 eV
HOMO   -12.53 eV

Here are the natural (NBO) charges for atoms 1 to 8, given in e:
1. O -0.357
2. C 0.289
3. C 0.312
4. C -0.587
5. C -0.337
6. C -0.221
7. N -0.806
8. N -1.072


[10]
Formula: C5H13N2O
Source: the OMol25 dataset
Level of theory: ωB97M-V with the def2-TZVPD basis set

Cartesian coordinates (Å):
C: -1.8824 -0.2363 0.1494
C: 1.5645 -1.4759 0.0508
C: 0.6981 0.4066 -1.2981
C: 0.8932 0.8780 1.1995
C: 0.7034 -0.1719 0.1067
N: -1.9478 1.0786 0.0658
N: -2.9101 -1.0212 -0.0894
O: -0.6872 -0.8628 0.2532
H: 0.9559 -2.3875 -0.1951
H: 2.2742 -1.4163 -0.7215
H: 2.0983 -1.6937 0.9506
H: 0.0035 -0.1263 -1.9339
H: 1.7295 0.5862 -1.7710
H: 0.3161 1.4825 -1.2303
H: 1.5554 1.5812 0.8947
H: -0.0245 1.2878 1.4916
H: 1.3845 0.5134 2.1466
H: -2.8465 1.5376 -0.0270
H: -1.1402 1.6681 0.1704
H: -3.7836 -0.6803 -0.3135
H: -2.6544 -2.0720 0.0230

Cartesian forces (eV/Å) of the 6 atoms listed first:
C 3.1481 -0.3703 -1.2090
C -1.3327 -0.2920 0.6684
C 0.4198 3.1687 -0.1686
C 0.4938 -3.6416 1.7410
C -0.1267 -1.8525 -0.8254
N -1.0010 0.4014 0.2362

Calculated values
E_LUMO   -3.01 eV
Kohn-Sham gap   12.45 eV
Total charge   +1
Maximum force   4.928 eV/A
E_tot   -10416.8934 eV
HOMO   -15.46 eV

Here are the natural (NBO) charges for atoms 1 to 8, given in e:
1. C 0.815
2. C -0.631
3. C -0.659
4. C -0.655
5. C 0.308
6. N -0.771
7. N -0.752
8. O -0.511